Density functional theory data (ωB97M-V/def2-TZVPD) for a single C4H9N3 molecule in a non-equilibrium geometry.

Output
Energy relative to the best compared isomer or geometry (same formula, charge and spin) (eV): 3.239
Total energy (Ha): -321.9713
Charge: 0
F_max (Eh/bohr): 0.0830
2S+1: 1

Atoms and positions in Å:
H -1.23257 1.74586 -1.86762
N -1.04403 0.94650 -2.46595
C -0.77257 -0.12573 -1.74941
N -0.85042 -0.50937 -0.37757
C 0.37988 -1.23367 0.09323
C 0.79114 -0.39672 1.40342
C 0.47809 1.04766 0.82189
N -0.90048 0.69349 0.34998
H -0.45045 -0.93538 -2.49821
H 1.40247 -1.33534 -0.54481
H -0.09946 -2.21702 0.15517
H 0.19142 -0.51396 2.33694
H 1.82897 -0.68878 1.60848
H 1.10953 1.37856 0.01254
H 0.64831 1.77077 1.62871
H -1.47982 0.37313 1.09320